No. 1
DFT (wB97M-V/def2-TZVPD) results for 5 unconnected molecules or ions with the total composition C6H18O6 at a distorted geometry.

Geometry as XYZ:
```
30
Properties=species:S:1:pos:R:3
O -0.993 -0.803 2.633
C -0.552 -1.039 1.516
O -1.000 -2.166 0.929
C 0.178 0.029 0.711
C 0.915 -0.536 -0.497
C 0.713 0.189 -1.827
C -0.909 1.702 -2.882
C -0.723 0.678 -2.065
H -1.557 -2.606 1.565
H -0.677 0.665 0.464
H 0.709 0.518 1.528
H 2.010 -0.531 -0.355
H 0.687 -1.597 -0.583
H 1.305 1.103 -1.964
H 0.942 -0.481 -2.654
H -1.845 2.019 -3.327
H -0.096 2.317 -3.257
H -1.470 -0.069 -1.805
H 3.046 0.784 1.403
H 3.864 -0.463 1.474
O 3.385 0.077 0.837
H -3.069 1.884 2.721
H -2.327 0.648 2.274
O -2.505 1.565 2.007
H -0.298 2.324 1.802
H 0.048 1.521 3.120
O 0.385 2.090 2.422
H 0.475 -3.757 -1.633
H -0.789 -2.947 -2.299
O 0.150 -3.116 -2.257
```

Values from the calculation:
LUMO level: 0.4 eV
SMILES: C=CCCCC(=O)O.O.O.O.O
Orbital gap: 9.751 eV
HOMO energy: -9.37 eV

These are the Löwdin partial charges, in e, on atoms 1 to 5: number 1, O, carries 0.04; number 2, C, carries -0.47; number 3, O, carries 0.11; number 4, C, carries -0.09; number 5, C, carries -0.19

No. 2
DFT (wB97M-V/def2-TZVPD) results for 2 unconnected molecules or ions with the total composition C6H18OSi2 at a distorted geometry.

Geometry as XYZ:
```
27
Properties=species:S:1:pos:R:3
C -0.329 -1.891 2.520
C 0.546 -1.389 -2.867
C 1.362 1.919 -0.676
C 0.538 -1.001 1.639
C 0.989 -1.635 -1.426
C -0.056 1.307 -0.701
O -2.117 3.881 0.969
Si -2.482 2.567 1.548
Si -0.051 -0.575 -0.264
H -0.510 -2.860 2.239
H 0.204 -1.835 3.510
H -1.350 -1.529 2.742
H 1.361 -1.236 -3.479
H 0.005 -2.128 -3.289
H -0.049 -0.493 -2.838
H 1.287 2.934 -1.058
H 1.863 1.955 0.263
H 1.923 1.423 -1.422
H 1.556 -1.475 1.481
H 0.904 -0.043 2.066
H 1.854 -0.983 -1.414
H 1.162 -2.648 -1.091
H -0.307 1.240 -1.814
H -0.893 1.604 -0.086
H -1.442 -0.953 -0.258
H -2.552 2.163 3.057
H -3.417 1.680 0.648
```

Values from the calculation:
LUMO level: -0.6 eV
SMILES: CC[SiH](CC)CC.O=[SiH2]
Orbital gap: 9.007 eV
HOMO energy: -9.62 eV

These are the Löwdin partial charges, in e, on atoms 1 to 5: number 1, C, carries -0.19; number 2, C, carries -0.15; number 3, C, carries -0.14; number 4, C, carries -0.34; number 5, C, carries -0.32

No. 3
DFT (wB97M-V/def2-TZVPD) results for C6H18OSi2 in the gas phase at a distorted geometry.

Geometry as XYZ:
```
27
Properties=species:S:1:pos:R:3
O 0.468 1.124 0.605
C 0.251 -1.209 -1.694
C 1.551 1.472 -1.905
C 2.516 -0.798 0.027
C -2.145 0.889 -0.282
C -1.007 -1.654 1.256
C -1.276 1.158 2.494
Si 0.994 0.155 -0.651
Si -0.869 0.210 0.906
H 0.954 -1.544 -2.458
H -0.655 -0.864 -2.199
H 0.076 -2.135 -1.133
H 2.509 1.191 -2.341
H 1.637 2.458 -1.470
H 0.764 1.497 -2.653
H 2.732 -0.479 1.052
H 3.394 -0.698 -0.603
H 2.339 -1.862 0.115
H -2.136 0.182 -1.126
H -1.803 1.869 -0.586
H -3.136 1.005 0.126
H -1.826 -1.782 1.954
H -1.217 -2.223 0.352
H -0.155 -2.094 1.729
H -0.323 1.367 2.939
H -1.761 2.151 2.342
H -1.877 0.617 3.205
```

Values from the calculation:
LUMO level: 0.7 eV
Orbital gap: 10.356 eV
HOMO energy: -9.69 eV

These are the Löwdin partial charges, in e, on atoms 1 to 5: number 1, O, carries -0.24; number 2, C, carries -0.18; number 3, C, carries -0.15; number 4, C, carries -0.16; number 5, C, carries -0.15

No. 4
DFT (wB97M-V/def2-TZVPD) results for a molecular structure, C6H19Cr2HgO9S at a distorted geometry.

Geometry as XYZ:
```
38
Properties=species:S:1:pos:R:3
Hg 2.268 -1.876 1.263
Cr -1.002 0.420 1.689
Cr -0.770 -2.457 -0.153
C -4.934 -1.089 1.348
C -3.651 -1.777 0.783
O -2.331 -1.290 0.958
H -4.964 -0.079 0.939
H -4.900 -0.916 2.424
H -5.802 -1.715 1.146
H -3.900 -1.914 -0.269
H -3.582 -2.794 1.170
S -0.433 -1.772 -2.924
O 0.491 -2.407 -1.994
O -0.863 -2.721 -3.925
O -1.496 -1.358 -2.053
O 0.215 -0.709 -3.706
O 0.410 -0.739 0.436
H 0.560 -0.248 -0.395
O 0.771 -3.487 0.806
H 0.631 -4.438 0.982
C 5.205 1.282 -0.044
C 3.748 0.787 -0.022
O 3.604 0.042 1.140
H 5.194 1.823 -0.990
H 5.920 0.460 -0.059
H 5.505 2.025 0.695
H 3.437 0.256 -0.921
H 3.170 1.711 0.000
H 3.493 0.690 1.839
C 0.112 3.084 0.576
C -1.128 2.783 -0.378
O -1.488 1.449 -0.153
H 0.367 4.127 0.390
H 0.880 2.346 0.346
H -0.062 2.993 1.648
H -0.826 2.829 -1.424
H -1.889 3.552 -0.246
H -1.962 1.127 -0.923
```

Values from the calculation:
LUMO level (alpha / beta): -2.2 / -1.8 eV
⟨S²⟩: 24.91
2S+1: 10
Orbital gap (alpha / beta): 5.029 / 5.985 eV
HOMO energy (alpha / beta): -7.26 / -7.77 eV

These are the Löwdin partial charges, in e, on atoms 1 to 5: number 1, Hg, carries 1.06; number 2, Cr, carries 0.54; number 3, Cr, carries 1.11; number 4, C, carries -0.07; number 5, C, carries -0.38

No. 5
DFT (wB97M-V/def2-TZVPD) results for 6 unconnected molecules or ions with the total composition C6H19N5O11 at a distorted geometry.

Geometry as XYZ:
```
41
Properties=species:S:1:pos:R:3
C 1.623 2.246 -1.162
O 0.959 3.403 -0.524
H 2.125 1.617 -0.426
H 0.836 1.773 -1.751
H 2.379 2.749 -1.765
H 0.596 3.929 -1.240
C 0.018 -0.168 -0.011
N -0.833 -1.229 0.556
O -1.130 -2.172 -0.273
O -0.763 -1.332 1.793
H 0.998 -0.606 -0.203
H 0.151 0.641 0.707
H -0.608 0.268 -0.789
C 1.444 0.176 -4.256
N 1.722 -1.219 -3.772
O 1.898 -1.362 -2.633
O 1.798 -2.165 -4.537
H 2.357 0.768 -4.181
H 0.634 0.589 -3.655
H 1.160 0.029 -5.298
C -4.694 0.615 -2.635
N -3.438 0.180 -2.065
O -3.430 -0.981 -1.755
O -2.532 0.996 -1.884
H -4.872 1.613 -2.234
H -5.503 -0.113 -2.577
H -4.593 0.727 -3.714
C -1.925 0.500 4.823
N -0.475 0.355 4.767
O 0.025 -0.796 4.506
O 0.237 1.350 4.931
H -2.173 0.743 5.856
H -2.322 -0.401 4.355
H -2.281 1.340 4.225
C 2.817 -1.675 2.913
N 3.127 -2.384 1.676
O 4.232 -2.840 1.592
O 2.248 -2.540 0.908
H 3.657 -1.803 3.595
H 1.949 -2.208 3.303
H 2.579 -0.614 2.835
```

Values from the calculation:
LUMO level: -0.2 eV
SMILES: C[N+](=O)[O-].C[N+](=O)[O-].C[N+](=O)[O-].C[N+](=O)[O-].C[N+](=O)[O-].CO
Orbital gap: 10.326 eV
HOMO energy: -10.54 eV

These are the Löwdin partial charges, in e, on atoms 1 to 5: number 1, C, carries -0.12; number 2, O, carries -0.14; number 3, H, carries 0.08; number 4, H, carries 0.05; number 5, H, carries 0.08

No. 6
DFT (wB97M-V/def2-TZVPD) results for 5 unconnected molecules or ions with the total composition C6H19NO4 at a distorted geometry.

Geometry as XYZ:
```
30
Properties=species:S:1:pos:R:3
C -1.084 -2.213 -1.911
N -2.782 -0.101 -0.603
C -1.378 -0.213 -0.338
C -0.542 -1.013 -1.105
C 0.441 2.704 1.000
C -0.731 1.901 0.468
C -0.821 0.588 0.687
H -1.148 -3.124 -1.313
H -0.483 -2.459 -2.738
H -2.012 -1.859 -2.413
H -3.364 0.206 0.081
H -3.080 -0.928 -1.057
H 0.551 -0.953 -0.932
H 0.140 3.211 1.831
H 0.556 3.501 0.091
H 1.279 2.118 1.075
H -1.398 2.554 -0.289
H -0.395 -0.068 1.405
H -2.440 -0.874 2.197
H -1.243 -1.366 3.186
O -1.787 -1.758 2.493
H 1.791 2.810 -1.890
H 2.847 1.441 -1.702
O 1.884 1.857 -1.660
H 2.376 -1.906 -0.308
H 1.598 -3.097 0.080
O 2.092 -2.371 0.450
H 2.656 0.952 0.636
H 3.213 -0.249 1.276
O 3.263 0.707 1.304
```

Values from the calculation:
LUMO level: 0.4 eV
SMILES: C/C=C(N)/C=C/C.O.O.O.O
Orbital gap: 7.922 eV
HOMO energy: -7.55 eV

These are the Löwdin partial charges, in e, on atoms 1 to 5: number 1, C, carries -0.10; number 2, N, carries 0.13; number 3, C, carries -0.38; number 4, C, carries -0.10; number 5, C, carries -0.08

Number 1: energy -18797.71195 eV. Number 2: energy -24314.29123 eV. Number 3: energy -24318.98734 eV. Number 4: energy -96805.64108 eV. Number 5: energy -36486.68431 eV. Number 6: energy -16206.26781 eV.